Here is one molecule with the formula C5H8O2 from the Open Molecules 2025 dataset. Energies are from wB97M-V/def2-TZVPD.

Last column: Löwdin charge in e.
CARTESIAN COORDINATES (ANGSTROEM)
O (1.44674, 1.30692, -1.82871)  0.0561
C (1.72168, 0.45744, -1.01519)  -0.2383
C (0.74410, -0.46818, -0.34722)  -0.2573
C (-0.73669, -0.45034, -0.77229)  -0.0759
C (-1.15692, -0.25038, 0.70249)  -0.3711
O (-2.07516, 0.76523, 1.00459)  -0.0193
C (0.32613, -0.03301, 1.09408)  -0.0654
H (2.77386, 0.30797, -0.68215)  0.1275
H (1.19604, -1.46445, -0.38879)  0.1413
H (-0.99323, 0.39879, -1.41528)  0.1174
H (-1.09382, -1.37066, -1.24123)  0.1124
H (-1.57512, -1.15659, 1.14996)  0.1470
H (-1.81654, 1.55778, 0.51567)  0.0954
H (0.52832, 1.02560, 1.29525)  0.1207
H (0.71061, -0.62611, 1.92883)  0.1095

## Properties
- Gap between HOMO and LUMO: 10.82 eV
- Highest occupied orbital energy: -9.92 eV
- Structure (SMILES): O=C[C@H]1C[C@@H](O)C1
- Net charge: 0


Here is a 2-piece molecular cluster, C11H15BF3IN4O10S overall from the Open Molecules 2025 dataset. Energies are from wB97M-V/def2-TZVPD.

Last column: Löwdin charge in e.
CARTESIAN COORDINATES (ANGSTROEM)
C (3.37415, -3.13535, 2.53151)  -0.0814
C (3.45744, -3.39654, 1.03752)  -0.2340
N (2.13387, -3.18391, 0.40303)  -0.0184
N (2.21813, -2.38837, -0.77102)  0.0873
C (1.25072, -1.52528, -1.08047)  -0.3465
N (1.49401, -0.39649, -1.84001)  0.0702
C (2.57199, 0.52940, -1.34930)  -0.1626
C (1.94579, 1.84716, -0.89434)  -0.2975
C (2.19506, 2.16468, 0.56862)  -0.6391
I (4.20810, 2.79938, 0.93107)  0.7464
N (0.01131, -1.77822, -0.67888)  0.0755
S (-1.31668, -0.67650, -0.91372)  0.8087
O (-1.80074, -0.90419, -2.22211)  -0.1898
O (-0.93830, 0.56826, -0.37227)  -0.1889
C (-2.48418, -1.48255, 0.31501)  -0.6623
F (-3.70456, -1.26783, -0.09676)  0.1979
F (-2.25200, -2.81056, 0.34871)  0.1280
F (-2.28130, -0.98522, 1.51044)  0.1994
H (3.05217, -2.11253, 2.73184)  0.0773
H (4.33786, -3.31755, 3.00697)  0.0809
H (2.63649, -3.80101, 2.98418)  0.0784
H (4.18764, -2.73015, 0.56962)  0.1128
H (3.78682, -4.42181, 0.85242)  0.1172
H (1.74162, -4.07530, 0.11881)  0.1299
H (3.13481, -1.97628, -0.91185)  0.1433
H (1.59651, -0.62417, -2.82175)  0.1591
H (3.12080, 0.06137, -0.52310)  0.0929
H (3.29721, 0.67754, -2.14954)  0.1245
H (0.87155, 1.79843, -1.04305)  0.0608
H (2.29251, 2.68158, -1.50559)  0.1113
H (1.54132, 2.96229, 0.91600)  0.0304
H (2.05919, 1.29104, 1.20809)  0.0397
H (-0.20324, -2.64179, -0.19576)  0.1245
B (-3.68800, 2.54202, -0.05315)  -0.8839
O (-4.93636, 3.26639, -0.25407)  0.2437
C (-5.97099, 2.46178, -0.02551)  -0.3745
O (-7.12636, 2.74276, -0.10476)  0.1643
C (-5.39260, 1.06731, 0.35783)  -0.3730
O (-6.01438, 0.08254, 0.62052)  0.1531
O (-4.06809, 1.17397, 0.32826)  0.1871
O (-2.84810, 2.50444, -1.27585)  0.2282
C (-1.65567, 2.98010, -1.01229)  -0.4233
O (-0.69762, 2.95641, -1.73411)  0.1144
C (-1.63772, 3.43558, 0.46998)  -0.3928
O (-0.67742, 3.86786, 1.04505)  0.1368
O (-2.82279, 3.16931, 0.97383)  0.2440

## Properties
- Gap between HOMO and LUMO: 7.62 eV
- Highest occupied orbital energy: -9.18 eV
- Net charge: 0


Here is a 2-piece molecular cluster, C4H13N2O overall from the Open Molecules 2025 dataset. Energies are from wB97M-V/def2-TZVPD.

Last column: Löwdin charge in e.
CARTESIAN COORDINATES (ANGSTROEM)
C (-2.14634, -0.01802, -0.70632)  -0.0468
C (-0.16332, -1.91588, 0.36959)  -0.0066
C (-1.26415, 0.26705, 0.47556)  -0.3783
C (0.02761, -0.51343, 0.27968)  -0.2544
N (1.12340, 0.17926, 0.06199)  0.2376
N (-1.00133, 1.70215, 0.66200)  0.0238
O (3.72992, 0.79545, -0.46603)  -0.0867
H (-1.65428, -0.14323, -1.61730)  0.0776
H (-2.78009, 0.87709, -0.95505)  0.1220
H (-2.75630, -0.81133, -0.60664)  0.0467
H (0.29423, -2.45823, 1.26329)  0.1500
H (0.24214, -2.55450, -0.49198)  0.1477
H (-1.21374, -2.10534, 0.42545)  0.0802
H (-1.85600, -0.12688, 1.35838)  0.1846
H (2.06034, -0.43550, 0.00784)  0.1915
H (1.26234, 1.19365, 0.02962)  0.1329
H (-0.81277, 2.26381, -0.29264)  0.1570
H (4.31326, 1.25930, 0.24017)  0.1176
H (-1.83683, 2.13323, 0.95244)  0.0580
H (4.43188, 0.41134, -0.99005)  0.0457

## Properties
- Gap between HOMO and LUMO: 9.79 eV
- Highest occupied orbital energy: -13.86 eV
- Net charge: +1


Here is C10H10ClFPd as an isolated structure from the Open Molecules 2025 dataset. Energies are from wB97M-V/def2-TZVPD.

Last column: Löwdin charge in e.
CARTESIAN COORDINATES (ANGSTROEM)
C (-3.13447, -1.06021, 0.45232)  -0.2840
C (-1.90336, -1.24437, -0.31210)  -0.3099
C (-1.40837, 0.05132, -0.67405)  -0.1335
H (-1.45668, -2.19357, -0.57605)  0.0531
C (-2.15706, 1.02995, 0.03027)  -0.2010
C (-3.27929, 0.35400, 0.69332)  -0.2765
H (-4.00898, 0.83184, 1.34351)  0.0792
H (-3.76785, -1.83073, 0.91738)  0.0833
H (-0.53879, 0.21087, -1.33700)  0.0966
H (-1.97167, 2.10317, 0.04167)  0.0952
Pd (-1.61591, -0.37103, 1.61008)  0.8034
Cl (0.11637, -2.17497, 1.59469)  -0.3040
C (3.12772, 0.19072, 0.44452)  -0.2217
C (2.71096, 1.40699, -0.16564)  -0.2440
C (2.12768, 1.12449, -1.41082)  -0.2675
H (3.01835, 2.40930, 0.15802)  0.0455
C (2.26015, -0.28903, -1.65725)  -0.2414
C (2.81298, -0.87379, -0.45763)  -0.2428
H (2.91478, -1.94073, -0.25278)  0.0386
H (3.52285, 0.06848, 1.45508)  0.0495
H (1.70192, 1.83700, -2.12064)  0.0389
H (1.86939, -0.84349, -2.52891)  0.0397
F (-0.94073, 1.20375, 2.75200)  -0.6965

## Properties
- Gap between HOMO and LUMO (alpha / beta): 5.60 / 5.26 eV
- ⟨S²⟩: 2.0081
- Highest occupied orbital energy (alpha / beta): 0.39 / 0.39 eV
- Net charge: -2
- 2S+1: 3


Here is a 2-piece molecular cluster, C5H9Br3 overall from the Open Molecules 2025 dataset. Energies are from wB97M-V/def2-TZVPD.

Last column: Löwdin charge in e.
CARTESIAN COORDINATES (ANGSTROEM)
C (0.21006, 1.14616, -0.84723)  -0.1527
C (0.64733, -1.44991, -1.30265)  -0.2310
C (-1.15428, 0.14532, 2.22294)  -0.2613
C (-0.19813, -0.33388, -0.74871)  -0.8037
C (-0.36794, -0.90013, 1.56024)  -1.1802
Br (-2.00796, -0.58885, -1.35288)  0.6919
Br (1.53911, -0.98999, 1.97717)  0.6304
Br (-1.20209, -2.62434, 1.37648)  0.6427
H (0.89934, 1.43957, -0.06993)  0.0572
H (-0.68653, 1.67611, -0.56431)  0.0385
H (0.47704, 1.49566, -1.90732)  0.1120
H (0.06642, -2.46326, -1.21725)  0.0722
H (1.62228, -1.36052, -0.94303)  0.0125
H (0.87367, -1.24829, -2.46353)  0.1287
H (-1.50105, -0.08550, 3.34441)  0.1305
H (-0.67481, 1.02557, 2.29456)  0.0090
H (-2.13952, 0.27911, 1.57833)  0.1033

## Properties
- Gap between HOMO and LUMO: 8.28 eV
- Highest occupied orbital energy: -8.33 eV
- Net charge: 0


Here is C22H17BN2O9PdS2 as an isolated structure from the Open Molecules 2025 dataset. Energies are from wB97M-V/def2-TZVPD.

Last column: Löwdin charge in e.
CARTESIAN COORDINATES (ANGSTROEM)
Pd (-1.12765, -0.74799, 0.13546)  0.9515
C (3.91935, 4.41939, -4.05024)  -0.0743
C (2.93296, 3.31223, -3.77787)  -0.2977
C (3.07317, 2.49826, -2.65153)  -0.0502
C (2.15289, 1.50319, -2.37330)  -0.0457
C (1.07431, 1.29911, -3.22840)  -0.2575
C (0.92043, 2.09605, -4.34559)  -0.0602
C (1.84742, 3.09740, -4.61709)  -0.0619
S (-0.09026, -0.00304, -2.80363)  0.5191
O (-0.94076, -0.12299, -3.97182)  -0.3467
O (0.75381, -1.12731, -2.46855)  -0.3506
N (-0.81833, 0.54224, -1.52013)  -0.2909
C (-1.92537, 1.45496, -1.86283)  -0.2083
C (-2.77762, 1.91374, -0.66223)  -0.7331
O (-3.45761, 2.94215, -0.85261)  -0.0857
O (-2.71841, 1.20265, 0.36846)  -0.1028
H (4.91140, 4.15873, -3.67778)  0.0660
H (3.61402, 5.34615, -3.55683)  0.0741
H (3.99874, 4.62665, -5.11884)  0.0649
H (3.91502, 2.65345, -1.98384)  0.1012
H (2.24530, 0.87773, -1.49390)  0.1023
H (0.07416, 1.91513, -4.99605)  0.1053
H (1.72560, 3.72120, -5.49749)  0.0998
H (-2.62807, 0.97199, -2.54761)  0.1030
H (-1.55194, 2.35007, -2.37427)  0.1032
O (0.66324, -0.74670, 2.52692)  0.1343
B (0.36349, -0.26590, 1.23131)  -0.5136
O (1.38796, 0.67493, 0.88305)  0.1276
C (2.23771, 0.72843, 1.92889)  -0.2219
C (3.38164, 1.48037, 2.08317)  -0.0049
C (4.08703, 1.33928, 3.28144)  -0.1230
C (3.64954, 0.47492, 4.27710)  -0.1225
C (2.48655, -0.28427, 4.11553)  -0.0008
C (1.80118, -0.13707, 2.93257)  -0.2130
H (3.70907, 2.15289, 1.30070)  0.1095
H (4.99084, 1.91634, 3.43580)  0.0850
H (4.21794, 0.38761, 5.19520)  0.0847
H (2.13011, -0.96173, 4.88003)  0.1155
O (-3.13581, -2.31123, -0.62984)  0.0419
C (-2.95011, -2.71772, 0.50431)  -0.5372
N (-1.91861, -2.31157, 1.27625)  -0.1563
S (-1.91758, -2.96804, 2.76808)  0.6307
O (-2.17887, -2.00990, 3.80550)  -0.2964
O (-0.80281, -3.85848, 2.96228)  -0.3114
C (-3.38762, -3.94341, 2.48963)  -0.2053
C (-4.04241, -4.80677, 3.34275)  -0.0473
C (-5.18679, -5.43751, 2.86623)  -0.0953
C (-5.64576, -5.19490, 1.57350)  -0.0902
C (-4.97185, -4.32001, 0.73035)  -0.0063
C (-3.83287, -3.69959, 1.20960)  -0.1265
H (-3.67641, -4.98109, 4.34651)  0.1144
H (-5.72973, -6.12205, 3.50669)  0.0922
H (-6.54285, -5.69360, 1.22642)  0.0928
H (-5.31284, -4.10982, -0.27509)  0.1187

## Properties
- Gap between HOMO and LUMO: 6.05 eV
- Highest occupied orbital energy: -1.81 eV
- Net charge: -2